Entry from OMol25: a cluster of 11 separate species, C48H123N5O16 in total at a distorted geometry (wB97M-V/def2-TZVPD).

XYZ file:
```
192
C48H123N5O16 | OMol25 | wB97M-V/def2-TZVPD
C 0.30738 -6.16364 1.31025
O -0.44976 -5.92953 2.47762
C -1.86498 -5.74945 2.23213
C -2.46002 -6.97877 1.55524
N -2.34963 -8.18245 2.41837
C -2.55618 -9.41670 1.60986
C -4.03094 -9.58268 1.38749
O -4.25482 -10.58551 0.48484
C -5.64163 -10.56344 0.00819
H 0.27351 -7.22108 1.07374
H 1.33148 -5.80641 1.45094
H -0.02431 -5.58060 0.41119
H -2.00616 -4.88084 1.59556
H -2.28556 -5.61826 3.24808
H -1.98837 -7.11864 0.55640
H -3.51318 -6.77897 1.29588
H -1.41460 -8.22640 2.80089
H -2.15619 -10.32038 2.13029
H -2.06331 -9.31402 0.65055
H -4.41251 -8.66153 0.88534
H -4.54952 -9.70293 2.33086
H -5.93253 -9.53922 -0.21720
H -6.34133 -10.95422 0.77529
H -5.66318 -11.20721 -0.86147
C 4.96152 1.19565 0.11329
O 6.12172 1.69510 -0.58855
C 6.24935 3.03319 -0.26074
C 7.29206 3.60058 -1.18114
N 6.83416 3.43713 -2.55441
C 7.86854 3.71050 -3.54374
C 7.46302 3.25079 -4.88363
O 7.42927 1.88258 -4.90166
C 7.10101 1.31959 -6.15200
H 4.09851 1.82799 0.00837
H 5.18301 1.09287 1.20022
H 4.72016 0.21519 -0.29086
H 6.47053 3.22504 0.76305
H 5.26567 3.46760 -0.49492
H 8.28400 3.04912 -1.01311
H 7.45167 4.67932 -0.96519
H 6.54552 2.50915 -2.70929
H 8.87996 3.33684 -3.30072
H 7.94253 4.79163 -3.52542
H 8.16767 3.66343 -5.65148
H 6.53255 3.67098 -5.21211
H 7.34769 0.24511 -6.06324
H 7.66511 1.64947 -7.00214
H 6.01955 1.42058 -6.28337
C 0.69546 9.39470 -0.64524
O -0.02649 9.57031 0.54374
C -1.24638 8.82764 0.48546
C -1.10735 7.37421 0.95270
N -0.67317 7.40325 2.36877
C 0.06318 6.21004 2.68474
C -0.78430 4.95964 2.80854
O -1.47518 4.63856 1.60378
C -0.67621 3.87640 0.64230
H 1.37046 10.24879 -0.66369
H -0.02981 9.42104 -1.46230
H 1.20854 8.43176 -0.73595
H -1.64634 8.97932 -0.50774
H -1.91420 9.41985 1.14021
H -0.42361 6.77897 0.37504
H -2.11950 6.95525 0.86519
H -0.07934 8.21553 2.56268
H 0.57999 6.27491 3.67340
H 0.80293 6.05888 1.90198
H -1.53430 5.09293 3.56067
H -0.12763 4.13558 3.13546
H -0.43269 2.88552 0.98884
H 0.31663 4.39459 0.38400
H -1.21194 3.88352 -0.29120
C -3.98187 -0.80580 5.03757
O -2.60909 -0.54114 5.29877
C -1.84826 -0.78400 4.14819
C -0.61356 0.03659 4.29975
N 0.27882 -0.24802 3.13780
C 1.61654 0.33668 3.28864
C 1.63595 1.76482 2.68354
O 3.01461 2.15913 2.63435
C 3.08036 3.50006 2.29542
H -4.48737 -0.70276 5.99838
H -4.13493 -1.88913 4.77304
H -4.43539 -0.17873 4.20042
H -2.37034 -0.55570 3.20355
H -1.58149 -1.86798 4.18496
H -0.09519 -0.28569 5.24990
H -0.87146 1.07316 4.39930
H 0.32781 -1.28595 3.01777
H 2.39670 -0.13411 2.66480
H 1.88912 0.34135 4.35182
H 0.98093 2.44155 3.24685
H 1.24554 1.72040 1.66510
H 2.93462 4.16609 3.20709
H 2.37121 3.72695 1.51192
H 4.06097 3.69460 1.85897
C -0.81996 5.86192 -2.62043
O 0.02456 4.67681 -2.47377
C 1.33590 5.03779 -2.15340
C 2.28878 3.87056 -2.10704
N 2.35345 3.25907 -3.46078
C 3.24357 2.11069 -3.62544
C 3.09769 1.53918 -5.01263
O 1.74251 1.15995 -5.13523
C 1.39032 0.59033 -6.40125
H -1.83937 5.56514 -2.79898
H -0.37417 6.45219 -3.37409
H -0.70553 6.47039 -1.68494
H 1.46931 5.56306 -1.20290
H 1.73558 5.69036 -2.94270
H 1.93417 3.31631 -1.24135
H 3.30226 4.25174 -1.85941
H 1.42249 2.99455 -3.73284
H 3.07545 1.26679 -2.93685
H 4.31566 2.42530 -3.51366
H 3.82619 0.69355 -5.18251
H 3.34391 2.27762 -5.77397
H 1.48777 1.32118 -7.20944
H 0.33026 0.23360 -6.38582
H 2.06110 -0.24291 -6.66356
C -4.30608 -3.41423 0.30460
C -4.53243 -3.13662 1.77185
C -5.72666 -2.24649 1.95532
O -4.58630 -4.38417 2.53398
H -4.20654 -2.42955 -0.18434
H -5.19179 -3.87220 -0.09501
H -3.43790 -4.02241 0.20131
H -3.62961 -2.65196 2.21455
H -5.61391 -1.31965 1.37764
H -5.89309 -2.04106 3.00731
H -6.62140 -2.77243 1.59812
H -5.50860 -4.62159 2.77420
C -5.28336 1.50160 1.23772
C -3.76912 1.43727 1.35756
C -3.24766 2.28172 2.53295
O -3.44475 0.05809 1.44172
H -5.62739 2.50567 1.08863
H -5.75710 1.07516 2.14841
H -5.68185 1.01358 0.33033
H -3.33671 1.90638 0.49753
H -3.56805 3.29920 2.45839
H -2.16820 2.28398 2.67431
H -3.66486 1.95556 3.48728
H -2.51068 0.02249 1.12123
C -2.25471 2.61802 -4.44362
C -2.70964 1.50428 -3.47056
C -2.27407 1.82474 -2.07069
O -4.09751 1.21663 -3.56611
H -2.55111 2.37263 -5.46540
H -1.16845 2.73502 -4.36435
H -2.75044 3.57057 -4.21276
H -2.09372 0.65406 -3.77357
H -1.21391 1.88291 -1.97546
H -2.64886 1.06482 -1.36761
H -2.78002 2.78626 -1.83752
H -4.42107 1.34445 -2.67964
C 3.52042 -3.58467 3.02319
C 2.22624 -4.01962 3.67032
C 2.39096 -3.71968 5.10818
O 1.12642 -3.24854 3.14342
H 3.83182 -2.58710 3.40033
H 3.48717 -3.51807 1.92699
H 4.30259 -4.32970 3.13751
H 1.99893 -5.07691 3.46107
H 2.78216 -2.69215 5.24101
H 3.14962 -4.29580 5.63989
H 1.46562 -3.77274 5.64356
H 0.36736 -3.85430 3.15367
C -2.31180 -7.27763 -3.35264
C -1.37011 -6.19487 -2.87814
C -2.00741 -5.13344 -2.05076
O -0.39444 -6.77074 -2.02833
H -1.69578 -8.18942 -3.28417
H -2.58563 -7.06158 -4.37129
H -3.19604 -7.36956 -2.70951
H -0.89797 -5.74355 -3.77438
H -2.84006 -4.62160 -2.59860
H -1.32219 -4.35111 -1.68231
H -2.45637 -5.46512 -1.08825
H 0.23725 -7.33927 -2.48503
C 0.90625 0.04061 -0.96862
C -0.34610 -0.57101 -0.40648
C 0.00151 -1.99108 0.09044
O -0.87023 0.28028 0.60174
H 1.21912 -0.52965 -1.83955
H 1.71415 0.01399 -0.19173
H 0.76407 1.10588 -1.27791
H -1.13011 -0.58118 -1.14516
H 0.77735 -1.91461 0.80282
H 0.44810 -2.52131 -0.76686
H -0.82410 -2.61281 0.42499
H -0.41458 0.11002 1.46845
```

Properties
total charge = 0
total energy = -3379.95921 a.u.
structure (SMILES) = COCCNCCOC.COCCNCCOC.COCCNCCOC.COCCNCCOC.COCCNCCOC.CC(C)O.CC(C)O.CC(C)O.CC(C)O.CC(C)O.CC(C)O

Löwdin population analysis, charges in e, atoms 1 to 4: -0.110, -0.220, -0.184, -0.221

Entry from OMol25: a structure of composition C20H39INOP2Yb at a distorted geometry (wB97M-V/def2-TZVPD).

XYZ file:
```
65
C20H39INOP2Yb | OMol25 | wB97M-V/def2-TZVPD
C 0.47113 -0.41055 -4.65632
I -1.65046 -1.05662 -3.77100
H 1.34514 -0.35934 -3.94724
H 0.27627 0.55003 -5.17164
H 0.60414 -1.20591 -5.41503
Yb -0.06219 -0.45968 -1.45871
P 0.93819 2.29372 -1.87758
C -0.69356 3.13198 -2.18183
C 1.61972 3.46136 -0.61860
H 1.70666 4.50395 -0.97369
H 2.01927 3.90902 -3.49701
H 2.62613 3.11341 -0.34325
H 2.93033 2.39382 -3.24450
H -1.28187 3.12679 -1.24341
H 1.01353 3.43359 0.30111
C 1.92133 2.81979 -3.35492
H -0.57351 4.17927 -2.52355
H 1.48587 2.37583 -4.26038
H -1.26758 2.56505 -2.93785
P 1.04907 -3.43372 -1.54006
C -0.37361 -4.49827 -2.01540
C 2.29281 -4.06462 -2.74661
H 2.69109 -4.11072 0.13622
H 1.54087 -5.43481 -0.07204
H 1.09055 -3.98391 0.82524
C 1.63851 -4.34288 -0.05117
H 3.25302 -3.57533 -2.53464
H 2.44583 -5.15582 -2.72993
H -0.16183 -5.57190 -1.92111
H -0.67127 -4.27621 -3.04520
H 1.99156 -3.76386 -3.75876
H -1.24356 -4.26355 -1.39263
C -3.07027 0.09526 -1.22531
O -4.18288 0.17075 -1.52494
C 2.52524 1.71055 3.96173
C 1.29006 1.75879 3.10944
C 0.42356 2.86122 3.19821
C -0.72791 2.93470 2.40139
C -1.67087 4.10955 2.55242
C -1.01726 1.90252 1.50731
C -0.22618 0.71433 1.46781
C 0.95584 0.70490 2.26511
N -0.71191 -0.45399 0.85896
C -1.61211 -1.34552 1.68430
C -0.97025 -1.82442 2.99817
C -2.91162 -0.64245 2.12648
C -1.94759 -2.55374 0.80340
H 3.16400 2.59185 3.81632
H 2.27204 1.68196 5.03049
H 3.11171 0.81939 3.72653
H 0.63873 3.67000 3.90640
H -2.08191 4.15085 3.57772
H -1.16165 5.07562 2.38007
H -2.51749 4.03060 1.85152
H -1.86768 1.98535 0.82191
H 1.63147 -0.14125 2.15887
H -0.78504 -1.00322 3.70413
H -1.64751 -2.52163 3.51766
H -0.03063 -2.36677 2.83648
H -3.45288 -0.20601 1.28062
H -3.58432 -1.36646 2.61625
H -2.71030 0.15186 2.85915
H -2.40281 -2.22415 -0.13462
H -1.03870 -3.12762 0.59302
H -2.65452 -3.23269 1.29448
```

Properties
<S²> = 0.78
2S+1 = 2
total charge = +2
total energy = -3053.98096 a.u.

Löwdin population analysis, charges in e, atoms 1 to 4: -0.315, 0.823, 0.011, 0.011

Entry from OMol25: the molecule C4H6OS at a distorted geometry (wB97M-V/def2-TZVPD).

XYZ file:
```
12
C4H6OS | OMol25 | wB97M-V/def2-TZVPD
C 0.68028 1.42207 0.09279
C 1.00201 -0.06085 -0.09743
S 2.53740 -0.51488 -0.48485
C -0.16445 -1.11982 0.15929
C -1.64770 -0.67567 -0.11446
O -1.92186 0.19835 -0.88904
H 1.56790 1.89664 -0.47595
H 0.73448 1.71339 1.19072
H -0.25606 1.76743 -0.39975
H -0.17220 -1.39916 1.20739
H 0.08769 -1.95811 -0.44792
H -2.44749 -1.26939 0.25919
```

Properties
total charge = 0
total energy = -629.38528 a.u.
structure (SMILES) = CC(=S)CC=O

Löwdin population analysis, charges in e, atoms 1 to 4: -0.148, -0.768, 0.700, -0.142

Sequential relative energy (zero: lowest compared OMol25 entry of this formula, charge and spin) output: 67.2, 30.0, 38.8 kcal per mole